Entry 1:
{
  "formula": "C42H38ClFN5O3PSTa",
  "method": "wB97M-V/def2-TZVPD",
  "symbols": ["Ta", "C", "C", "N", "N", "C", "S", "N", "N", "H", "H", "H", "H", "H", "H", "C", "C", "C", "C", "C", "C", "P", "C", "C", "C", "C", "C", "C", "C", "C", "C", "C", "C", "C", "H", "H", "H", "H", "H", "H", "H", "H", "H", "H", "H", "H", "H", "H", "F", "C", "C", "C", "C", "Cl", "C", "C", "C", "O", "C", "C", "O", "O", "H", "H", "H", "H", "H", "H", "H", "H", "C", "C", "C", "C", "C", "C", "N", "C", "C", "C", "C", "C", "C", "H", "H", "H", "H", "H", "H", "H", "H", "H", "H"],
  "xyz": [[-0.649, 0.076, 0.149], [-0.239, 2.684, -4.737], [0.773, 1.925, -3.970], [2.009, 1.723, -4.292], [2.518, 0.957, -3.280], [1.626, 0.675, -2.337], [1.748, -0.227, -0.907], [0.509, 1.293, -2.767], [-0.695, 1.158, -2.084], [0.227, 3.082, -5.634], [-0.637, 3.509, -4.146], [-1.065, 2.031, -5.025], [3.482, 0.665, -3.308], [-1.351, 0.678, -2.704], [-1.106, 2.066, -1.811], [5.181, 2.429, 3.042], [4.556, 2.566, 1.811], [3.344, 1.936, 1.573], [2.748, 1.168, 2.570], [3.373, 1.045, 3.812], [4.589, 1.667, 4.043], [1.152, 0.362, 2.278], [0.239, 0.607, 3.830], [-0.008, 1.919, 4.237], [-0.767, 2.165, 5.369], [-1.293, 1.107, 6.099], [-1.059, -0.197, 5.691], [-0.299, -0.451, 4.557], [1.231, -1.422, 2.057], [1.946, -2.412, 2.715], [1.608, -3.736, 2.476], [0.549, -4.037, 1.620], [-0.143, -3.036, 0.955], [0.212, -1.692, 1.131], [6.126, 2.921, 3.226], [5.011, 3.172, 1.038], [2.848, 2.055, 0.617], [2.897, 0.478, 4.603], [5.070, 1.567, 5.006], [0.388, 2.751, 3.665], [-0.949, 3.186, 5.682], [-1.886, 1.299, 6.983], [-1.470, -1.024, 6.255], [-0.130, -1.472, 4.241], [2.736, -2.154, 3.410], [2.145, -4.533, 2.973], [0.269, -5.072, 1.468], [-0.953, -3.310, 0.291], [-1.952, 0.219, 1.468], [2.245, 4.744, 2.870], [1.736, 5.356, 1.596], [2.542, 6.162, 0.810], [2.063, 6.708, -0.374], [3.107, 7.704, -1.338], [0.773, 6.460, -0.789], [-0.055, 5.655, -0.011], [0.423, 5.115, 1.173], [-0.314, 4.314, 2.006], [-1.579, 3.879, 1.559], [-1.433, 3.000, 0.324], [-2.154, 3.105, -0.661], [-0.466, 2.129, 0.417], [3.288, 5.009, 3.031], [2.171, 3.655, 2.835], [1.664, 5.083, 3.730], [3.559, 6.367, 1.119], [0.404, 6.893, -1.708], [-1.064, 5.471, -0.350], [-2.271, 4.698, 1.362], [-1.972, 3.255, 2.364], [-5.989, -1.330, 0.019], [-5.216, -2.481, -0.020], [-3.867, -2.408, -0.331], [-3.287, -1.177, -0.607], [-4.064, -0.025, -0.582], [-5.411, -0.101, -0.263], [-1.880, -1.091, -0.934], [-1.561, -1.615, -2.224], [-2.392, -1.337, -3.316], [-2.038, -1.746, -4.592], [-0.855, -2.443, -4.805], [-0.045, -2.749, -3.723], [-0.393, -2.345, -2.440], [-7.041, -1.392, 0.265], [-5.664, -3.442, 0.197], [-3.262, -3.305, -0.371], [-3.615, 0.940, -0.804], [-6.009, 0.801, -0.241], [-3.332, -0.821, -3.151], [-2.697, -1.529, -5.423], [-0.583, -2.767, -5.800], [0.861, -3.324, -3.868], [0.233, -2.610, -1.602]],
  "atomic_forces_ev_per_a": [[0.477, 0.320, -0.097], [0.000, -0.014, 0.005], [0.034, -0.080, 0.049], [0.007, 0.035, -0.049], [0.065, -0.027, 0.045], [-0.028, 0.125, 0.003], [-0.025, -0.047, -0.013], [-0.091, 0.174, -0.002], [-0.153, -0.120, -0.051], [0.001, -0.004, -0.004], [-0.001, -0.009, 0.010], [-0.007, 0.022, -0.011], [0.003, 0.010, 0.016], [0.007, -0.139, 0.106], [0.080, 0.095, -0.036], [-0.024, -0.018, -0.034], [0.064, -0.075, -0.027], [0.032, -0.128, -0.119], [0.036, -0.130, -0.011], [-0.015, 0.007, -0.021], [-0.006, 0.032, -0.002], [-0.310, -0.134, 0.049], [-0.037, 0.003, -0.039], [0.041, 0.004, -0.012], [0.013, 0.014, -0.012], [-0.005, -0.012, -0.015], [-0.008, -0.007, 0.011], [0.022, 0.021, -0.020], [0.000, 0.345, -0.075], [-0.014, -0.070, -0.005], [-0.033, 0.057, -0.022], [0.048, -0.009, 0.033], [0.046, -0.007, -0.065], [0.098, -0.384, 0.137], [0.005, 0.003, 0.005], [-0.006, 0.011, -0.010], [-0.004, 0.016, 0.026], [0.003, 0.001, 0.008], [0.002, 0.002, 0.002], [-0.030, -0.039, 0.042], [-0.004, 0.003, 0.004], [0.002, 0.000, 0.005], [0.001, -0.001, 0.000], [-0.014, -0.002, 0.008], [-0.004, -0.023, 0.004], [0.001, -0.006, -0.004], [-0.005, 0.002, -0.001], [-0.006, 0.007, -0.002], [-0.021, -0.043, 0.053], [-0.103, 0.063, 0.081], [0.032, -0.040, 0.070], [0.008, -0.012, -0.049], [-0.026, -0.036, 0.018], [0.016, 0.011, -0.016], [0.018, -0.002, -0.016], [-0.041, -0.017, 0.014], [0.086, -0.033, -0.059], [-0.103, 0.084, 0.132], [0.195, -0.009, -0.125], [-0.112, 0.087, -0.133], [0.036, -0.109, 0.101], [0.072, -0.270, 0.015], [-0.018, 0.000, 0.010], [-0.004, 0.241, 0.062], [-0.019, 0.033, -0.007], [0.004, 0.006, 0.010], [0.000, 0.010, 0.000], [-0.024, 0.026, 0.032], [0.042, 0.051, -0.033], [-0.067, -0.004, -0.034], [0.001, 0.030, -0.002], [0.001, -0.006, -0.007], [0.069, -0.059, -0.053], [-0.021, 0.097, 0.095], [0.036, 0.012, 0.026], [-0.025, -0.048, 0.005], [-0.317, 0.139, 0.022], [0.079, -0.084, -0.116], [-0.062, 0.019, 0.043], [0.018, -0.014, -0.004], [-0.004, -0.003, 0.013], [0.001, -0.016, -0.018], [-0.068, 0.077, 0.028], [-0.001, 0.000, 0.000], [0.008, -0.006, -0.001], [-0.003, 0.001, 0.018], [-0.002, -0.027, -0.006], [0.001, 0.003, 0.000], [0.023, 0.010, -0.014], [-0.005, 0.006, 0.004], [-0.002, -0.001, -0.001], [0.002, 0.008, 0.002], [0.041, 0.002, 0.030]],
  "mulliken_charge": [0.75, -1.30, 0.92, -0.85, 0.31, 0.20, -0.52, 0.82, -0.96, 0.38, 0.29, 0.28, 0.19, 0.34, 0.50, -0.60, -0.75, 0.29, 0.34, -0.56, -0.76, 1.90, 0.68, -0.78, -0.82, -0.68, -0.74, -0.82, 0.08, -0.68, -0.76, -0.95, -0.69, 1.09, 0.42, 0.46, 0.14, 0.46, 0.44, 0.78, 0.50, 0.40, 0.45, 0.32, 0.49, 0.42, 0.43, 0.40, -0.79, -0.84, 1.14, -0.99, 0.10, -0.23, -1.02, -0.75, 0.79, -0.24, -1.34, 1.01, -0.69, -0.72, 0.42, -0.17, 0.41, 0.41, 0.48, 0.53, 0.40, 0.45, -0.58, -0.84, -0.42, 0.17, 0.24, -0.97, 1.59, -0.28, 0.04, -0.88, -0.65, -0.98, -0.45, 0.42, 0.43, 0.39, 0.39, 0.47, 0.56, 0.44, 0.45, 0.47, 0.43],
  "homo_energy_ev": -10.49,
  "charge": 1,
  "fmax_ha_per_bohr": 0.0113,
  "de_lowest_kcal_mol": 8.09
}

---

Entry 2:
{
  "formula": "C59H65N4O4",
  "method": "wB97M-V/def2-TZVPD",
  "symbols": ["C", "C", "C", "C", "C", "C", "C", "C", "C", "C", "C", "C", "C", "C", "N", "C", "C", "C", "C", "C", "C", "N", "O", "O", "C", "C", "N", "C", "C", "C", "C", "C", "C", "C", "C", "C", "C", "C", "C", "C", "C", "C", "C", "C", "C", "C", "C", "C", "N", "H", "H", "H", "H", "H", "H", "H", "H", "H", "H", "H", "H", "H", "H", "H", "H", "H", "H", "H", "H", "H", "H", "H", "H", "H", "H", "H", "H", "H", "H", "H", "H", "H", "H", "H", "H", "H", "H", "H", "H", "H", "H", "H", "H", "H", "H", "H", "H", "H", "H", "H", "H", "C", "O", "C", "C", "C", "C", "C", "O", "C", "C", "C", "C", "C", "C", "C", "C", "C", "C", "H", "H", "H", "H", "H", "H", "H", "H", "H", "H", "H", "H", "H"],
  "xyz": [[4.133, 0.894, 1.473], [3.758, -0.570, 1.676], [3.879, -1.314, 0.351], [4.789, -1.135, 2.662], [2.317, -0.837, 2.234], [2.130, -2.100, 2.803], [1.034, -2.367, 3.601], [0.074, -1.376, 3.784], [0.022, -0.265, 2.946], [-1.289, 0.584, 2.885], [-1.052, 2.000, 3.420], [-2.401, 0.007, 3.757], [-1.861, 0.541, 1.467], [1.183, 0.001, 2.171], [1.212, 1.159, 1.303], [1.065, 1.203, -0.054], [0.575, 0.095, -0.734], [0.433, 0.045, -2.189], [-0.665, 0.648, -2.866], [-0.517, 1.012, -4.192], [0.679, 0.665, -4.854], [1.103, 1.514, -5.929], [2.246, 1.364, -6.414], [0.290, 2.385, -6.326], [1.586, -0.265, -4.315], [1.436, -0.593, -2.978], [1.402, 2.540, -0.405], [1.313, 3.238, -1.682], [0.146, 3.972, -2.042], [-1.078, 4.414, -1.169], [-1.139, 5.948, -1.128], [-1.114, 3.911, 0.257], [-2.336, 3.867, -1.841], [0.040, 4.442, -3.359], [1.016, 4.204, -4.304], [2.201, 3.605, -3.902], [2.423, 3.219, -2.579], [3.896, 2.802, -2.219], [4.844, 3.096, -3.389], [3.937, 1.308, -1.954], [4.447, 3.550, -1.009], [1.737, 3.200, 0.799], [2.144, 4.602, 1.021], [2.157, 5.640, 0.050], [2.658, 6.907, 0.368], [3.110, 7.185, 1.663], [3.109, 6.174, 2.635], [2.618, 4.910, 2.325], [1.646, 2.369, 1.817], [3.923, 1.529, 2.340], [5.212, 0.970, 1.251], [3.629, 1.316, 0.602], [3.828, -2.394, 0.518], [3.055, -1.038, -0.317], [4.829, -1.081, -0.144], [4.711, -2.220, 2.763], [5.810, -0.915, 2.327], [4.647, -0.679, 3.648], [2.874, -2.881, 2.657], [0.940, -3.338, 4.091], [-0.699, -1.529, 4.537], [-0.202, 2.505, 2.972], [-1.952, 2.618, 3.278], [-0.856, 1.932, 4.499], [-2.638, -1.018, 3.472], [-2.144, 0.032, 4.819], [-3.323, 0.591, 3.627], [-2.193, -0.481, 1.229], [-2.722, 1.216, 1.358], [-1.125, 0.800, 0.707], [0.436, -0.807, -0.161], [-1.598, 0.843, -2.314], [-1.242, 1.637, -4.719], [2.410, -0.630, -4.929], [2.130, -1.287, -2.481], [-1.268, 6.386, -2.122], [-1.982, 6.270, -0.507], [-0.223, 6.362, -0.692], [-0.955, 2.831, 0.293], [-0.396, 4.416, 0.907], [-2.111, 4.099, 0.680], [-2.273, 2.775, -1.897], [-3.221, 4.136, -1.255], [-2.474, 4.252, -2.854], [-0.838, 5.016, -3.677], [0.896, 4.543, -5.331], [2.988, 3.519, -4.657], [4.815, 4.158, -3.655], [5.875, 2.852, -3.111], [4.595, 2.487, -4.265], [3.104, 1.017, -1.306], [3.828, 0.743, -2.886], [4.879, 1.014, -1.471], [3.930, 3.272, -0.091], [5.507, 3.296, -0.868], [4.363, 4.634, -1.132], [1.784, 5.447, -0.959], [2.687, 7.680, -0.401], [3.447, 8.186, 1.926], [3.484, 6.358, 3.641], [2.587, 4.106, 3.068], [-6.846, -10.855, -2.244], [-5.473, -10.416, -2.395], [-5.057, -9.360, -1.636], [-3.775, -8.804, -1.908], [-3.363, -7.666, -1.238], [-4.180, -7.034, -0.259], [-3.800, -5.818, 0.421], [-4.675, -5.504, 1.416], [-4.351, -4.519, 2.323], [-3.092, -3.893, 2.244], [-2.603, -3.373, 3.461], [-3.359, -3.370, 4.624], [-4.652, -3.908, 4.619], [-5.161, -4.482, 3.458], [-2.346, -3.981, 1.038], [-2.717, -4.988, 0.143], [-5.398, -7.673, 0.073], [-5.843, -8.800, -0.600], [-6.980, -11.579, -3.047], [-7.006, -11.340, -1.269], [-7.562, -10.026, -2.365], [-3.155, -9.280, -2.669], [-2.390, -7.223, -1.454], [-1.569, -3.028, 3.455], [-2.934, -2.980, 5.554], [-5.248, -3.909, 5.533], [-6.128, -4.988, 3.430], [-1.413, -3.440, 0.918], [-2.158, -5.167, -0.763], [-6.050, -7.289, 0.853], [-6.817, -9.243, -0.354]],
  "atomic_forces_ev_per_a": [[0.100, 0.440, -0.330], [-0.365, -0.054, 0.089], [-0.091, -0.140, -0.351], [0.020, -0.136, 0.285], [0.361, 0.016, -0.432], [-0.089, -0.230, 0.274], [0.145, 0.144, 0.037], [-0.372, -0.365, -0.087], [-0.089, 0.343, -0.049], [0.183, -0.058, 0.203], [-0.048, 0.256, 0.130], [-0.145, -0.211, 0.309], [0.222, 0.105, -0.436], [0.030, 0.266, -0.164], [0.549, 0.815, 1.020], [-0.904, -0.831, -0.894], [0.553, 1.276, 0.006], [-0.126, -0.406, -1.233], [0.578, -0.380, 0.512], [0.505, 0.012, -0.476], [-0.122, -0.008, 1.236], [0.019, 0.936, -2.600], [-2.018, 0.304, 1.023], [1.687, -1.661, 0.521], [-0.387, 0.387, -0.207], [-0.538, 0.166, 0.424], [0.271, 0.568, 0.783], [-0.347, -0.016, -0.651], [-0.205, -0.078, 0.145], [0.246, -0.245, -0.365], [0.104, 0.190, -0.060], [-0.025, -0.312, 0.560], [-0.337, -0.135, -0.162], [0.027, 0.155, -0.175], [0.062, 0.169, 0.222], [0.216, 0.462, -0.213], [0.414, -0.486, -0.126], [-0.396, -0.169, -0.343], [0.062, 0.047, -0.106], [-0.148, -0.521, 0.061], [-0.062, 0.191, 0.276], [-0.534, -1.839, 0.921], [0.509, 1.258, 0.172], [0.052, -0.629, 0.352], [-0.143, -0.233, 0.435], [-0.058, -0.325, -0.072], [-0.267, -0.034, -0.295], [-0.177, -0.371, -0.544], [-0.057, 0.986, -1.140], [0.013, -0.219, -0.098], [-0.375, -0.153, 0.128], [0.051, -0.033, 0.328], [0.039, 0.010, -0.070], [0.205, -0.008, 0.032], [-0.117, -0.074, 0.086], [0.100, 0.143, 0.074], [-0.266, 0.021, -0.029], [0.107, -0.108, -0.061], [-0.110, 0.283, 0.160], [0.072, 0.304, 0.033], [0.121, 0.054, -0.323], [-0.085, 0.021, -0.077], [0.228, -0.189, 0.026], [-0.030, 0.092, -0.213], [-0.015, 0.142, 0.049], [-0.069, -0.040, -0.017], [0.305, -0.006, -0.007], [-0.017, 0.132, 0.064], [0.166, -0.154, 0.155], [-0.261, 0.009, 0.099], [0.135, -0.067, 0.228], [0.719, 0.195, -0.244], [0.273, -0.228, 0.286], [-0.184, 0.215, 0.297], [-0.195, 0.551, -0.265], [0.006, -0.052, 0.154], [0.081, -0.084, -0.070], [-0.219, -0.027, -0.042], [-0.039, 0.180, 0.124], [-0.060, -0.114, -0.079], [0.191, 0.040, -0.102], [-0.132, 0.173, 0.006], [0.087, -0.029, -0.076], [-0.046, -0.090, 0.130], [0.420, -0.311, 0.282], [0.002, -0.127, 0.264], [-0.391, 0.023, 0.511], [0.071, -0.171, -0.059], [-0.187, -0.018, 0.101], [0.107, 0.165, 0.082], [0.357, -0.130, -0.167], [0.068, 0.114, 0.136], [-0.156, 0.072, -0.136], [0.165, 0.111, -0.103], [-0.225, 0.039, -0.106], [0.066, -0.138, 0.021], [0.333, 0.172, 0.471], [-0.079, -0.201, 0.233], [0.045, -0.232, -0.124], [-0.132, 0.069, -0.269], [0.143, 0.458, -0.245], [0.213, -0.027, 0.027], [0.095, 1.176, 0.878], [-0.208, -0.253, -0.148], [-0.437, -0.084, 0.108], [-0.141, 0.212, 0.059], [-0.182, -0.592, -0.160], [-1.730, -0.342, 0.613], [1.234, 0.678, -0.972], [0.312, -1.101, 0.252], [-0.452, 0.031, 0.817], [0.208, 0.304, 0.073], [0.520, -0.097, -0.222], [-0.402, 0.071, -0.420], [0.012, 0.103, 0.211], [-0.442, -1.953, -0.181], [0.614, 1.235, 0.398], [-0.271, -0.202, -0.172], [0.111, -0.142, -0.348], [-0.056, 0.084, 0.172], [0.142, 0.136, -0.314], [0.378, -0.198, -0.026], [-0.169, 0.202, 0.258], [-0.221, -0.276, -0.111], [-0.412, 0.100, 0.066], [-0.156, -0.151, -0.429], [0.171, -0.017, -0.324], [0.348, 0.140, 0.068], [-0.172, 0.166, -0.083], [0.084, -0.013, 0.056], [0.266, 0.085, -0.184], [0.592, 0.319, -0.029]],
  "mulliken_charge": [-1.51, 2.23, -1.91, -1.86, 0.22, -0.57, -1.51, -1.02, -0.13, 2.46, -1.37, -2.26, -0.49, -0.79, 2.07, 0.59, -0.27, -0.91, 0.27, -0.46, -0.38, 1.16, -0.65, -0.64, -0.46, -0.49, 2.08, -1.99, 0.84, 2.36, -1.82, -1.39, -1.80, -0.36, -1.53, -0.06, 0.05, 2.37, -2.48, -1.26, -1.00, -0.20, 1.89, -0.72, -1.19, -0.68, -0.87, -1.43, -1.91, 0.37, 0.57, -0.08, 0.48, 0.29, 0.39, 0.34, 0.48, 0.39, 0.45, 0.51, 1.10, 0.04, 0.41, 0.42, 0.25, 0.44, 0.47, 0.09, 0.57, -0.56, 0.78, 0.65, 0.36, 0.44, 0.33, 0.33, 0.46, 0.41, -0.52, 0.04, 0.90, 0.21, 0.51, 0.35, 0.49, 0.44, 0.30, 0.45, 0.41, 0.52, -0.21, 0.35, 0.58, -0.10, 0.55, 0.38, 1.46, 0.47, 0.40, 0.42, 0.38, -0.80, -0.42, 0.86, -0.82, -0.46, 0.45, 0.87, -0.35, 0.41, 0.72, -0.36, -0.40, -0.48, -0.92, -0.29, -1.02, -0.58, -0.57, 0.25, 0.33, 0.36, 0.42, 0.28, 0.34, 0.45, 0.40, 0.45, 0.58, 0.41, 0.40, 0.37],
  "homo_energy_ev": -8.76,
  "charge": 1,
  "fmax_ha_per_bohr": 0.0537
}

---

Entry 3:
{
  "formula": "C3H3ClN2O",
  "method": "wB97M-V/def2-TZVPD",
  "symbols": ["H", "N", "C", "C", "C", "O", "N", "Cl", "H", "H"],
  "xyz": [[0.253, -2.795, -1.084], [-0.329, -1.932, -0.885], [0.251, -1.066, -0.198], [-0.487, 0.285, -0.095], [0.001, 1.586, -0.242], [0.305, 2.533, -0.917], [-0.236, 1.147, 1.003], [0.645, 0.917, 2.460], [1.132, -1.011, 0.436], [-1.534, 0.335, -0.479]],
  "atomic_forces_ev_per_a": [[-0.856, 1.034, 0.867], [1.247, -1.834, -1.188], [-1.178, 2.711, 0.012], [-2.340, -4.125, -1.610], [2.754, 3.564, -1.078], [-0.023, -0.919, 0.707], [-0.150, 1.649, 2.521], [-0.307, 0.042, -0.725], [0.614, -0.856, -0.341], [0.240, -1.265, 0.836]],
  "mulliken_charge": [0.26, -0.53, -0.16, 0.30, 0.33, -0.52, -0.20, -0.03, 0.28, 0.27],
  "homo_energy_ev": -9.59,
  "smiles": "[H]/N=C/[C@@H]1C(=O)N1Cl",
  "fmax_ha_per_bohr": 0.0974,
  "de_lowest_kcal_mol": 91.97
}